<w>
C5H8O | ωB97M-V/def2-TZVPD

```
14
C5H8O, DFT ωB97M-V/def2-TZVPD
C -0.729 1.028 -0.203
C -1.062 -0.286 0.605
C 0.246 -1.025 0.833
O 1.314 -0.157 1.144
C 1.200 -0.617 -0.212
C 0.562 0.605 -0.999
H -0.439 1.786 0.498
H -1.515 1.389 -0.864
H -1.686 -0.884 0.053
H -1.649 -0.229 1.597
H 0.110 -1.973 1.331
H 1.967 -1.309 -0.569
H 1.264 1.413 -1.197
H 0.416 0.260 -2.018
```

Calculated values
Orbital gap = 11.09 eV
Highest occupied orbital energy = -9.9281 eV
Total charge = 0

<x>
C5H8O | ωB97M-V/def2-TZVPD

```
14
C5H8O, DFT ωB97M-V/def2-TZVPD
C 1.314 -0.342 -0.279
C 0.422 -0.714 -1.194
C -1.020 -0.634 -0.763
O -1.157 -0.291 0.568
C -0.662 0.997 0.864
C 0.859 0.297 1.072
H 2.390 -0.445 -0.479
H 0.660 -1.061 -2.207
H -1.502 -1.610 -0.801
H -1.585 0.116 -1.328
H -1.577 1.455 1.384
H -0.591 1.699 0.001
H 1.570 1.055 1.336
H 0.880 -0.522 1.827
```

Calculated values
Orbital gap = 10.25 eV
Highest occupied orbital energy = -9.1212 eV
Total charge = 0

<y>
C5H8O | ωB97M-V/def2-TZVPD

```
14
C5H8O, DFT ωB97M-V/def2-TZVPD
C 0.327 -0.731 1.033
C 0.216 0.754 1.070
C -0.374 -0.009 -0.082
C 0.076 0.065 -1.509
O -1.191 -0.025 -1.935
C -1.790 -0.105 -0.610
H 1.290 -1.176 0.796
H -0.295 -1.311 1.710
H -0.481 1.201 1.775
H 1.100 1.347 0.855
H 2.614 0.149 -1.257
H 3.287 0.154 -0.932
H -2.459 0.742 -0.435
H -2.320 -1.053 -0.480
```

Calculated values
Orbital gap = 9.60 eV
Highest occupied orbital energy = -8.6986 eV
Total charge = 0

<z>
C5H8O | ωB97M-V/def2-TZVPD

```
14
C5H8O, DFT ωB97M-V/def2-TZVPD
C -1.116 -0.908 -0.545
C -0.694 0.525 -0.863
C -0.295 1.543 0.166
C 0.658 1.124 -0.598
C 2.038 -1.094 0.525
O 2.453 -1.556 -0.430
H -0.677 -1.291 0.383
H -2.207 -0.962 -0.438
H -0.844 -1.593 -1.360
H -1.214 0.903 -1.749
H 0.185 0.177 2.600
H -0.629 2.239 0.924
H 1.680 1.223 -0.940
H 0.723 -0.275 2.352
```

Calculated values
Orbital gap = 10.43 eV
Highest occupied orbital energy = -9.4154 eV
Total charge = 0

Which structure is most stable? <w>, by 1.290 eV over the runner-up.

<w>
C5H8O | ωB97M-V/def2-TZVPD

```
14
C5H8O, DFT ωB97M-V/def2-TZVPD
C -0.954 2.145 0.599
C -0.363 1.468 -0.394
C 0.264 0.144 -0.227
O 0.770 -0.311 -1.424
C 0.041 -0.718 0.785
C 0.140 -2.208 0.614
H -1.183 1.623 1.520
H -1.332 3.146 0.452
H -0.461 1.845 -1.406
H 1.574 -0.833 -1.315
H -0.571 -0.420 1.626
H -0.845 -2.598 0.885
H 0.374 -2.534 -0.399
H 0.845 -2.667 1.309
```

Calculated values
Orbital gap = 9.13 eV
Highest occupied orbital energy = -8.2293 eV
Total charge = 0

<x>
C5H8O | ωB97M-V/def2-TZVPD

```
14
C5H8O, DFT ωB97M-V/def2-TZVPD
C 2.254 0.308 -0.478
C 1.079 0.078 -0.610
C -0.363 -0.160 -0.481
C -0.545 -1.596 0.034
C -0.875 0.933 0.491
O -0.303 2.188 0.217
H 3.303 0.445 -0.353
H -0.871 -0.042 -1.446
H 0.015 -1.726 0.967
H -0.140 -2.306 -0.693
H -1.593 -1.850 0.216
H -1.956 1.065 0.393
H -0.662 0.611 1.524
H 0.658 2.051 0.219
```

Calculated values
Orbital gap = 11.09 eV
Highest occupied orbital energy = -10.0497 eV
Total charge = 0

Which structure is most stable? <w>, by 0.361 eV over the runner-up.

<w>
C5H8O | ωB97M-V/def2-TZVPD

```
14
C5H8O, DFT ωB97M-V/def2-TZVPD
C -1.404 -1.039 -0.573
C -0.616 0.253 -0.610
C -0.198 0.928 0.667
C 0.850 0.468 -0.324
C 1.869 -0.205 0.527
O 2.104 -1.368 0.733
H -1.052 -1.725 0.204
H -2.459 -0.810 -0.374
H -1.352 -1.567 -1.531
H -0.935 0.927 -1.405
H -0.268 0.261 1.526
H -0.189 1.981 0.924
H 1.290 1.289 -0.891
H 2.360 0.605 1.127
```

Calculated values
Orbital gap = 10.70 eV
Highest occupied orbital energy = -9.6996 eV
Total charge = 0

<x>
C5H8O | ωB97M-V/def2-TZVPD

```
14
C5H8O, DFT ωB97M-V/def2-TZVPD
C 1.564 -0.017 -0.809
C 0.396 -0.560 -0.077
C -0.774 -0.630 -0.697
C -1.674 0.252 0.086
O -1.188 0.253 1.416
C 0.182 -0.137 1.367
H 1.294 1.049 -0.760
H 1.603 -0.291 -1.867
H 2.500 -0.183 -0.291
H -0.912 -0.702 -1.773
H -2.733 0.023 0.060
H -1.440 1.206 -0.417
H 0.348 -0.962 2.074
H 0.835 0.697 1.689
```

Calculated values
Orbital gap = 9.73 eV
Highest occupied orbital energy = -8.7107 eV
Total charge = 0

<y>
C5H8O | ωB97M-V/def2-TZVPD

```
14
C5H8O, DFT ωB97M-V/def2-TZVPD
C 0.749 -1.566 -0.865
C -0.008 -0.518 -0.117
C -1.181 0.099 -0.263
C -1.059 1.491 0.328
O 0.310 1.623 0.686
C 0.788 0.309 0.867
H 1.564 -1.004 -1.346
H 0.197 -2.079 -1.654
H 1.239 -2.296 -0.213
H -2.072 -0.224 -0.793
H -1.687 1.698 1.207
H -1.288 2.239 -0.442
H 0.579 -0.038 1.896
H 1.870 0.267 0.707
```

Calculated values
Orbital gap = 9.98 eV
Highest occupied orbital energy = -8.9519 eV
Total charge = 0

Which structure is most stable? <y>, by 0.366 eV over the runner-up.